A molecular structure, C28H52CrP2. Source: OMol25; level of theory: the ωB97M-V functional and the def2-TZVPD basis.

Geometry as ORCA input:
```
! wB97M-V def2-TZVPD RIJCOSX def2/J DEFGRID3
* xyz 1 4
C 3.80 -1.82 1.79
H 3.32 -3.73 -0.45
C -4.80 1.20 -1.25
C -2.86 2.61 0.71
Cr 1.16 0.07 0.25
C -2.01 -1.55 1.01
H -0.16 -1.37 -3.54
H 3.76 -1.76 2.89
H 1.76 1.35 3.62
C 2.51 0.61 3.35
H 2.79 -4.59 -1.91
H -1.14 -2.21 3.95
P -0.58 -0.89 2.00
H 2.42 2.87 -1.57
H -1.34 1.40 2.36
H -5.61 1.29 0.77
H 4.01 2.18 -1.94
H 5.27 -0.98 -0.93
H 3.22 -2.71 1.50
C 2.98 1.93 -1.65
C -0.29 -2.18 3.26
H -1.89 1.96 -3.03
C 2.47 1.61 0.93
H -2.01 0.28 3.58
P -0.40 -0.61 -1.23
C -3.51 1.10 -2.01
C -3.45 1.41 0.92
H -0.38 -2.84 -2.57
H 3.09 3.49 1.73
H -0.31 1.79 -1.62
C -0.40 1.17 -0.72
H -4.79 -0.17 0.43
C 4.21 -0.94 -1.24
H -5.52 0.49 -1.68
H -5.26 2.20 -1.37
C -4.70 0.91 0.27
H -3.41 4.12 -2.38
H -3.16 0.82 1.79
H -2.44 -1.92 -1.10
H -4.38 3.77 -0.29
H 3.47 0.90 3.82
H -0.16 -3.16 2.78
C 2.18 3.02 1.31
H 2.03 -2.21 -1.98
H -1.37 1.37 -0.25
H -0.12 -4.37 -1.74
H 0.63 -1.95 3.82
H 0.34 1.64 -0.01
H -2.06 2.95 1.38
C 2.91 1.15 -0.38
C 0.86 -2.19 -0.23
H -1.78 3.98 -1.82
H -0.09 -2.69 0.02
H 1.46 -2.33 0.69
H 1.91 -4.82 -0.36
H 0.84 -3.96 -3.20
C -2.00 -1.13 -0.47
C -2.77 3.50 -1.73
H -1.99 -2.65 1.09
C -3.29 3.65 -0.27
H 1.86 3.60 0.44
C 3.39 -0.21 -0.22
H -2.94 -1.22 1.49
C 0.38 -3.57 -2.28
H -0.31 0.86 3.67
H 3.87 -1.97 -1.39
H -2.91 4.62 0.11
C -0.40 -0.43 -3.04
H 2.21 -0.36 3.77
H 4.16 -0.43 -2.21
H 0.37 0.30 -3.34
H 4.84 -1.99 1.49
C 1.47 -2.96 -1.40
H -2.68 -0.28 -0.58
C 2.43 -4.08 -0.99
C -2.64 2.10 -2.25
C -1.11 0.53 3.00
H 2.54 1.34 -2.48
C 3.24 -0.58 1.15
H 1.39 3.08 2.08
H -1.37 -0.08 -3.42
H -3.39 0.15 -2.55
C 2.66 0.53 1.86
*
```

* E_LUMO (alpha / beta): -2.04 / -2.25 eV
* <S²>: 4.095
* E: -2824.8697 a.u.

Löwdin atomic charge list, values in e, 4 entries: -0.01 0.06 -0.17 -0.11